Entry 1:
The following is a quantum chemistry calculation of a cluster of 2 separate species, C3H4NO2 in total at a distorted geometry, from the OMol25 dataset.

Charge = -1
Multiplicity = 1
Relative energy (zero: lowest compared OMol25 entry of this formula, charge and spin) = 296.3 kJ/mol
F_max = 2.07 eV Å⁻¹
Kohn-Sham gap = 5.02 eV
HOMO = -1.5 eV
LUMO energy = 3.6 eV

Geometry as XYZ:
```
10
Properties=species:S:1:pos:R:3:nbo_charge:R:1
C -0.321 2.561 0.107 1.055
C 0.172 -0.878 0.642 -0.281
C -0.025 -1.354 -0.762 -0.278
N -1.028 -0.646 -0.063 -0.781
O -0.462 2.519 1.269 -0.529
O -0.094 2.735 -1.032 -0.543
H 0.286 -1.537 1.561 0.103
H 0.956 -0.036 0.911 0.068
H 0.596 -0.883 -1.625 0.091
H -0.081 -2.480 -1.009 0.095
```



Entry 2:
The following is a quantum chemistry calculation of a cluster of 2 separate species, C3H4NO2 in total at a distorted geometry, from the OMol25 dataset.

Charge = +1
Multiplicity = 1
Relative energy (zero: lowest compared OMol25 entry of this formula, charge and spin) = 79.0 kJ/mol
F_max = 5.00 eV Å⁻¹
Kohn-Sham gap = 11.88 eV
HOMO = -17.0 eV
LUMO energy = -5.2 eV

Geometry as XYZ:
```
10
Properties=species:S:1:pos:R:3:nbo_charge:R:1
C -1.087 -0.728 1.944 1.050
C 0.497 1.376 -0.236 0.099
C 0.496 -0.733 -1.520 0.082
N 0.539 0.335 -0.899 -0.209
O -1.829 -0.957 2.787 -0.443
O -0.397 -0.476 1.093 -0.602
H -0.236 2.211 -0.292 0.266
H 1.059 1.392 0.634 0.238
H -0.167 -1.496 -1.102 0.255
H 1.125 -0.926 -2.409 0.265
```



Entry 3:
The following is a quantum chemistry calculation of a cluster of 2 separate species, C3H4NO2P in total at a distorted geometry, from the OMol25 dataset.

Multiplicity = 1
Relative energy (zero: lowest compared OMol25 entry of this formula, charge and spin) = 363.4 kJ/mol
F_max = 4.45 eV Å⁻¹
Kohn-Sham gap (alpha / beta) = 5.83 / 5.92 eV
HOMO (alpha / beta) = -6.6 / -6.6 eV
LUMO energy (alpha / beta) = -0.8 / -0.7 eV

Geometry as XYZ:
```
11
Properties=species:S:1:pos:R:3:nbo_charge:R:1
C -0.339 -0.395 -1.185 -0.168
C 0.772 0.305 -0.906 -0.575
C -1.341 -0.258 -0.025 -0.106
N 2.624 -0.185 2.209 0.034
O 1.486 0.224 2.166 -0.348
O -0.829 0.671 0.913 -0.773
P 0.460 1.491 0.469 1.081
H -0.431 -1.126 -1.896 0.217
H 1.552 0.462 -1.671 0.237
H -2.341 0.068 -0.435 0.194
H -1.613 -1.256 0.360 0.208
```



Entry 4:
The following is a quantum chemistry calculation of the ion C3H4NO2S with charge -1 at a distorted geometry, from the OMol25 dataset.

Charge = -1
SMILES = CS[C@@H]([O-])N=C=O
Multiplicity = 1
Relative energy (zero: lowest compared OMol25 entry of this formula, charge and spin) = 85.0 kJ/mol
F_max = 3.28 eV Å⁻¹
Kohn-Sham gap = 7.53 eV
HOMO = -3.8 eV
LUMO energy = 3.8 eV

Geometry as XYZ:
```
11
Properties=species:S:1:pos:R:3:nbo_charge:R:1
C -1.448 -1.219 0.507 -0.786
S 0.243 -1.633 0.008 -0.209
C 0.662 0.183 -1.048 0.372
O -0.307 0.774 -1.514 -0.735
N 1.479 0.888 0.036 -0.614
C 1.474 1.863 0.676 0.820
O 1.584 2.850 1.267 -0.608
H -1.342 -1.148 1.587 0.207
H -2.273 -1.939 0.126 0.187
H -1.678 -0.342 -0.145 0.248
H 1.604 -0.276 -1.500 0.116
```



Entry 5:
The following is a quantum chemistry calculation of a structure of composition C3H4NO3 at a distorted geometry, from the OMol25 dataset.

Charge = -1
Multiplicity = 1
Relative energy (zero: lowest compared OMol25 entry of this formula, charge and spin) = 343.4 kJ/mol
F_max = 4.02 eV Å⁻¹
Kohn-Sham gap = 6.67 eV
HOMO = -2.9 eV
LUMO energy = 3.8 eV

Geometry as XYZ:
```
11
Properties=species:S:1:pos:R:3:nbo_charge:R:1
C -0.161 -0.583 -0.625 -0.531
C -2.021 -0.354 0.023 0.923
C 1.247 1.038 0.464 0.272
N 0.182 0.707 -0.186 -0.467
O -2.111 -0.349 1.218 -0.700
O -2.655 -0.200 -1.009 -0.725
O 2.317 0.363 0.894 -0.699
H -0.441 -0.496 -1.667 0.194
H 0.560 -1.487 -0.545 0.104
H 0.919 1.890 0.972 0.150
H 2.165 -0.529 0.461 0.479
```



Entry 6:
The following is a quantum chemistry calculation of the molecule C3H4NO3P at a distorted geometry, from the OMol25 dataset.

Multiplicity = 3
Relative energy (zero: lowest compared OMol25 entry of this formula, charge and spin) = 0.0 kJ/mol
F_max = 5.64 eV Å⁻¹
Kohn-Sham gap (alpha / beta) = 6.35 / 6.79 eV
<S²> = 2.01
HOMO (alpha / beta) = -5.8 / -10.4 eV
LUMO energy (alpha / beta) = 0.6 / -3.6 eV

Geometry as XYZ:
```
12
Properties=species:S:1:pos:R:3:lowdin_spin:R:1
C 1.322 -0.076 0.125 0.057
C -0.740 0.045 -0.991 0.549
C -0.647 0.467 1.450 0.009
N -0.016 0.146 0.185 0.142
O 2.127 -0.042 0.987 0.079
O -1.929 0.176 -1.072 0.783
O 1.707 -0.385 -1.262 0.037
P 0.486 -0.309 -2.357 0.276
H -1.723 0.334 1.328 0.003
H -0.262 -0.183 2.233 0.001
H -0.442 1.504 1.716 0.002
H 0.117 -1.677 -2.342 0.062
```



Entry 7:
The following is a quantum chemistry calculation of a structure of composition C3H4NPS at a distorted geometry, from the OMol25 dataset.

Multiplicity = 1
Relative energy (zero: lowest compared OMol25 entry of this formula, charge and spin) = 188.6 kJ/mol
F_max = 5.53 eV Å⁻¹
Kohn-Sham gap = 9.42 eV
HOMO = -9.3 eV
LUMO energy = 0.2 eV

Geometry as XYZ:
```
10
Properties=species:S:1:pos:R:3:nbo_charge:R:1
C 1.414 -0.127 1.286 -0.052
C 2.036 0.610 0.331 -0.472
C -0.329 0.597 0.300 -0.108
N 0.075 -0.186 1.217 -0.495
P -2.694 0.586 0.380 0.251
S 0.824 1.351 -0.642 0.449
H 1.845 -0.491 2.142 0.205
H 3.091 0.900 0.110 0.251
H -2.716 1.247 1.615 -0.021
H -2.608 -0.553 1.179 -0.009
```



Entry 8:
The following is a quantum chemistry calculation of the ion C3H4NS with charge +1 at a distorted geometry, from the OMol25 dataset.

Charge = +1
SMILES = C=[NH+]C=C=S
Multiplicity = 1
Relative energy (zero: lowest compared OMol25 entry of this formula, charge and spin) = 175.8 kJ/mol
F_max = 3.46 eV Å⁻¹
Kohn-Sham gap (alpha / beta) = 7.51 / 7.51 eV
HOMO (alpha / beta) = -13.4 / -13.4 eV
LUMO energy (alpha / beta) = -5.9 / -5.9 eV

Geometry as XYZ:
```
9
Properties=species:S:1:pos:R:3:nbo_charge:R:1
C -0.741 0.719 -1.045 0.009
N 0.147 -0.209 -0.762 -0.395
C 0.557 -0.613 0.478 -0.277
C 0.280 -0.055 1.681 -0.068
S 0.307 0.043 3.235 0.485
H -0.976 0.913 -2.099 0.232
H -1.639 1.199 -0.384 0.269
H 0.552 -0.815 -1.511 0.468
H 1.513 -1.182 0.407 0.277
```



Entry 9:
The following is a quantum chemistry calculation of a structure of composition C3H4NS at a distorted geometry, from the OMol25 dataset.

Charge = +1
Multiplicity = 1
Relative energy (zero: lowest compared OMol25 entry of this formula, charge and spin) = 403.0 kJ/mol
F_max = 5.30 eV Å⁻¹
Kohn-Sham gap = 8.70 eV
HOMO = -14.5 eV
LUMO energy = -5.8 eV

Geometry as XYZ:
```
9
Properties=species:S:1:pos:R:3:nbo_charge:R:1
C 0.413 1.476 -0.053 0.251
C 2.395 1.228 -0.090 -0.190
C 0.654 -0.797 -0.113 -0.418
N -0.139 0.360 0.079 -0.489
S 2.447 -0.381 0.085 0.535
H 0.167 2.463 -0.240 0.254
H 0.592 -1.594 0.728 0.277
H 0.543 -1.239 -1.173 0.291
H -1.183 0.049 0.322 0.488
```



Entry 10:
The following is a quantum chemistry calculation of a cluster of 2 separate species, C3H4O in total at a distorted geometry, from the OMol25 dataset.

Multiplicity = 1
Relative energy (zero: lowest compared OMol25 entry of this formula, charge and spin) = 65.8 kJ/mol
F_max = 2.38 eV Å⁻¹
Kohn-Sham gap = 11.38 eV
HOMO = -10.2 eV
LUMO energy = 1.2 eV

Geometry as XYZ:
```
8
Properties=species:S:1:pos:R:3:nbo_charge:R:1
C 2.174 0.115 1.117 0.507
C -0.488 0.542 -0.215 -0.398
C -1.214 -0.541 -0.433 -0.374
O 3.116 0.305 0.523 -0.487
H -1.028 1.442 -0.124 0.202
H 0.579 0.356 0.085 0.179
H -0.865 -1.615 -0.436 0.184
H -2.273 -0.604 -0.518 0.187
```



Entry 11:
The following is a quantum chemistry calculation of the molecule C3H4O at a distorted geometry, from the OMol25 dataset.

SMILES = C#CCO
Multiplicity = 1
Relative energy (zero: lowest compared OMol25 entry of this formula, charge and spin) = 203.0 kJ/mol
F_max = 6.45 eV Å⁻¹
Kohn-Sham gap = 10.91 eV
HOMO = -10.0 eV
LUMO energy = 0.9 eV

Geometry as XYZ:
```
8
Properties=species:S:1:pos:R:3:nbo_charge:R:1
C -0.783 -1.631 -0.336 -0.213
C -0.234 -0.633 0.118 -0.053
C 0.284 0.627 0.559 -0.116
O 0.324 1.546 -0.469 -0.680
H -1.249 -2.387 -0.848 0.228
H 1.518 0.488 0.831 0.165
H -0.241 0.943 1.354 0.203
H 0.382 1.048 -1.209 0.465
```



Entry 12:
The following is a quantum chemistry calculation of the molecule C3H4O at a distorted geometry, from the OMol25 dataset.

SMILES = C1[C@@H]2O[C@H]12
Multiplicity = 1
Relative energy (zero: lowest compared OMol25 entry of this formula, charge and spin) = 296.1 kJ/mol
F_max = 3.62 eV Å⁻¹
Kohn-Sham gap = 10.08 eV
HOMO = -8.9 eV
LUMO energy = 1.2 eV

Geometry as XYZ:
```
8
Properties=species:S:1:pos:R:3:nbo_charge:R:1
C -0.421 -0.795 -0.110 -0.420
C 0.737 0.207 -0.422 0.047
O 1.047 0.628 0.903 -0.502
C -0.357 0.605 0.427 0.004
H -0.419 -1.566 0.621 0.207
H -1.189 -1.083 -0.941 0.223
H 1.396 0.557 -1.231 0.226
H -0.794 1.446 0.752 0.215
```



Entry 13:
The following is a quantum chemistry calculation of a cluster of 2 separate species, C3H4O in total at a distorted geometry, from the OMol25 dataset.

Multiplicity = 1
Relative energy (zero: lowest compared OMol25 entry of this formula, charge and spin) = 451.8 kJ/mol
F_max = 1.97 eV Å⁻¹
Kohn-Sham gap (alpha / beta) = 8.79 / 8.79 eV
HOMO (alpha / beta) = -8.9 / -8.9 eV
LUMO energy (alpha / beta) = -0.1 / -0.2 eV

Geometry as XYZ:
```
8
Properties=species:S:1:pos:R:3:nbo_charge:R:1
C 0.817 -0.439 0.019 0.745
C 1.463 -1.255 -0.737 -0.776
C -1.487 1.565 1.619 -0.200
O 0.194 0.284 0.691 -0.466
H 2.518 -1.384 -0.626 0.267
H 0.966 -1.775 -1.529 0.269
H -2.212 0.835 1.212 0.080
H -1.351 2.317 0.825 0.081
```



Entry 14:
The following is a quantum chemistry calculation of the molecule C3H4O2 at a distorted geometry, from the OMol25 dataset.

Multiplicity = 1
Relative energy (zero: lowest compared OMol25 entry of this formula, charge and spin) = 468.4 kJ/mol
F_max = 5.08 eV Å⁻¹
Kohn-Sham gap (alpha / beta) = 7.33 / 7.78 eV
HOMO (alpha / beta) = -6.9 / -7.3 eV
LUMO energy (alpha / beta) = 0.4 / 0.4 eV

Geometry as XYZ:
```
9
Properties=species:S:1:pos:R:3:nbo_charge:R:1
C 0.600 -0.706 -0.030 -0.578
C 1.191 0.670 0.124 -0.135
C -0.705 -0.004 -0.295 0.603
O -0.149 1.176 -0.111 -0.416
O -1.952 -0.289 0.016 -0.656
H 1.296 -1.442 -0.571 0.263
H 0.373 -1.029 1.032 0.270
H 1.795 1.161 -0.490 0.146
H -2.450 0.462 0.325 0.503
```



Entry 15:
The following is a quantum chemistry calculation of a cluster of 3 separate species, C3H4O2 in total at a distorted geometry, from the OMol25 dataset.

Multiplicity = 1
Relative energy (zero: lowest compared OMol25 entry of this formula, charge and spin) = 446.4 kJ/mol
F_max = 4.34 eV Å⁻¹
Kohn-Sham gap = 8.69 eV
HOMO = -8.5 eV
LUMO energy = 0.1 eV

Geometry as XYZ:
```
9
Properties=species:S:1:pos:R:3:nbo_charge:R:1
C -0.280 0.611 -0.800 -0.722
C -0.605 -0.490 0.074 0.257
C -1.032 1.658 -0.820 0.835
O -1.758 2.556 -0.784 -0.388
O 0.110 -1.599 -0.032 -0.648
H 0.597 0.406 -1.402 0.243
H 0.915 -0.980 1.932 0.003
H 1.224 -0.552 2.610 -0.015
H 0.829 -1.610 -0.777 0.434
```



Entry 16:
The following is a quantum chemistry calculation of the molecule C3H4O2 at a distorted geometry, from the OMol25 dataset.

SMILES = C1=COOC1
Multiplicity = 1
Relative energy (zero: lowest compared OMol25 entry of this formula, charge and spin) = 482.5 kJ/mol
F_max = 7.33 eV Å⁻¹
Kohn-Sham gap = 9.73 eV
HOMO = -8.6 eV
LUMO energy = 1.1 eV

Geometry as XYZ:
```
9
Properties=species:S:1:pos:R:3:nbo_charge:R:1
C -0.396 0.657 0.090 -0.320
C 0.952 1.038 0.032 0.093
O 1.646 -0.116 -0.162 -0.225
O 0.723 -1.257 -0.204 -0.274
C -0.744 -0.944 -0.001 -0.102
H -1.253 1.302 0.200 0.203
H 1.337 2.027 -0.058 0.233
H -1.276 -1.321 -0.857 0.198
H -0.990 -1.387 0.961 0.193
```



Entry 17:
The following is a quantum chemistry calculation of the molecule C3H4O2 at a distorted geometry, from the OMol25 dataset.

SMILES = C=CC(=O)O
Multiplicity = 1
Relative energy (zero: lowest compared OMol25 entry of this formula, charge and spin) = 74.1 kJ/mol
F_max = 3.45 eV Å⁻¹
Kohn-Sham gap = 11.08 eV
HOMO = -10.5 eV
LUMO energy = 0.6 eV

Geometry as XYZ:
```
9
Properties=species:S:1:pos:R:3:nbo_charge:R:1
C -1.033 0.898 0.615 -0.297
C -0.116 0.456 -0.262 -0.368
C 0.498 -0.976 -0.057 0.764
O -0.014 -1.771 0.674 -0.570
O 1.553 -1.306 -0.733 -0.642
H -1.409 1.936 0.745 0.206
H -1.594 0.194 1.267 0.218
H 0.281 1.199 -0.944 0.205
H 1.834 -0.631 -1.305 0.484
```



Entry 18:
The following is a quantum chemistry calculation of the molecule C3H4O2 at a distorted geometry, from the OMol25 dataset.

Multiplicity = 1
Relative energy (zero: lowest compared OMol25 entry of this formula, charge and spin) = 538.8 kJ/mol
F_max = 1.35 eV Å⁻¹
Kohn-Sham gap (alpha / beta) = 7.56 / 9.73 eV
HOMO (alpha / beta) = -7.7 / -8.9 eV
LUMO energy (alpha / beta) = -0.2 / 0.8 eV

Geometry as XYZ:
```
9
Properties=species:S:1:pos:R:3:nbo_charge:R:1
C -1.117 0.545 0.558 -0.038
C 1.197 -0.610 0.312 0.027
C 0.891 0.554 -0.527 0.264
O -0.224 1.302 -0.092 -0.503
O 1.899 0.582 0.416 -0.437
H -1.415 -0.412 0.160 0.159
H -1.660 1.018 1.357 0.169
H 1.724 -1.495 -0.003 0.175
H 1.163 0.729 -1.563 0.185
```



Entry 19:
The following is a quantum chemistry calculation of a structure of composition C3H4O2 at a distorted geometry, from the OMol25 dataset.

Multiplicity = 1
Relative energy (zero: lowest compared OMol25 entry of this formula, charge and spin) = 515.9 kJ/mol
F_max = 2.73 eV Å⁻¹
Kohn-Sham gap (alpha / beta) = 8.41 / 8.41 eV
HOMO (alpha / beta) = -8.4 / -8.4 eV
LUMO energy (alpha / beta) = 0.0 / 0.0 eV

Geometry as XYZ:
```
9
Properties=species:S:1:pos:R:3:nbo_charge:R:1
C 1.494 0.082 -1.185 -0.262
C -1.214 -0.614 1.204 0.274
C 0.745 -1.135 -0.849 0.284
O 2.024 -1.108 -0.618 -0.451
O -0.125 -0.980 0.771 -0.465
H 1.795 0.263 -2.208 0.185
H 1.471 0.938 -0.521 0.179
H -1.685 0.330 0.914 0.125
H -1.786 -1.260 1.876 0.131
```



Entry 20:
The following is a quantum chemistry calculation of a cluster of 2 separate species, C3H4O2 in total at a distorted geometry, from the OMol25 dataset.

Multiplicity = 1
Relative energy (zero: lowest compared OMol25 entry of this formula, charge and spin) = 266.1 kJ/mol
F_max = 1.63 eV Å⁻¹
Kohn-Sham gap = 9.54 eV
HOMO = -8.6 eV
LUMO energy = 1.0 eV

Geometry as XYZ:
```
9
Properties=species:S:1:pos:R:3:nbo_charge:R:1
C 1.472 -0.164 0.439 -0.772
C 0.046 0.001 0.013 0.256
O -0.440 1.127 0.459 -0.662
C -2.358 -0.175 -0.945 0.464
O -2.709 -1.070 -1.552 -0.488
H 1.882 0.655 1.039 0.206
H 2.075 -0.309 -0.467 0.247
H 1.546 -1.111 0.989 0.247
H -1.371 1.132 0.126 0.501
```